1.
Density functional theory data (ωB97M-V/def2-TZVPD) for the ion C3HN2O4 with charge +1 in a non-equilibrium geometry.

The geometry in XYZ format:
```
10
Properties=species:S:1:pos:R:3
C -0.12360 -0.43388 1.01157
C 0.48532 -1.20087 -0.02560
C -0.11861 1.33573 -0.50343
N -0.41665 0.85409 0.85429
N 0.07486 -0.58770 -1.35304
O -0.91097 1.74022 1.55810
O 1.05885 -2.24041 -0.02543
O 0.05302 2.34876 -0.98425
O -0.01062 -0.89362 -2.48017
H -0.09162 -0.92232 1.94796
```

**Energy above the lowest of the compared OMol25 structures with the same formula, charge and spin**: 0.7539 eV
**Strongest force on any atom**: 0.0784 Eh/bohr
**LUMO (alpha / beta)**: -8.32 / -8.32 eV
**Highest occupied orbital energy (alpha / beta)**: -15.7 / -15.7 eV
**Net charge**: +1
**HOMO-LUMO gap (alpha / beta)**: 7.38 / 7.39 eV
**Spin multiplicity**: 1
**Calculated total energy**: -14281.0163 eV

These are the natural (NBO) partial charges, in e, on atoms 1 to 5:
1 C -0.102
2 C 0.535
3 C 0.783
4 N 0.105
5 N 0.179

---

2.
Density functional theory data (ωB97M-V/def2-TZVPD) for a structure of composition C40H43AlF5N2OSSi.

The geometry in XYZ format:
```
94
Properties=species:S:1:pos:R:3
Al 0.05962 -0.42452 -0.01233
C -1.68432 -1.48071 6.79403
C -1.93097 -0.19815 6.00156
C -1.12354 0.94119 6.63961
C -3.42899 0.13717 6.04819
C -1.51172 -0.33968 4.54468
C -1.00511 -1.51383 4.00720
C -0.63593 -1.56767 2.67517
N -0.74937 -0.51806 1.85957
C -1.25259 0.62671 2.35780
C -1.63128 0.74777 3.67428
C -1.29585 1.74173 1.37927
C -1.78548 3.00133 1.65206
C -1.69706 4.01398 0.69800
C -1.08701 3.68574 -0.50807
C -0.63972 2.39950 -0.72250
N -0.75684 1.43321 0.19164
C -2.21942 5.41190 1.00711
C -3.66604 5.31960 1.50978
C -1.32911 6.02251 2.10003
C -2.18223 6.31787 -0.22299
H -2.00006 -1.33010 7.82632
H -0.62713 -1.75236 6.80979
H -2.25442 -2.32323 6.39851
H -1.40976 1.04942 7.68652
H -1.30472 1.89871 6.14917
H -0.05241 0.73544 6.60172
H -3.75612 0.20497 7.08630
H -4.02297 -0.63404 5.55522
H -3.64590 1.09309 5.56847
H -0.87629 -2.40033 4.60913
H -0.23165 -2.46542 2.22661
H -2.01447 1.69048 4.03654
H -2.23317 3.20257 2.61430
H -0.95570 4.41606 -1.29152
H -0.15963 2.13010 -1.65312
H -3.74507 4.76376 2.44477
H -4.31298 4.84110 0.77246
H -4.05043 6.32302 1.69545
H -1.34521 5.42427 3.01335
H -1.68573 7.02323 2.34854
H -0.29526 6.10252 1.76170
H -2.75882 5.90325 -1.05233
H -1.16189 6.50144 -0.56452
H -2.61817 7.28423 0.03034
F -4.85156 -4.78262 -2.39434
C -3.70324 -4.31723 -1.91588
C -2.52635 -5.02337 -2.09852
F -2.54742 -6.17702 -2.75714
C -1.33490 -4.52432 -1.60096
F -0.23122 -5.23958 -1.81224
C -1.25812 -3.31990 -0.90512
S 0.29681 -2.73185 -0.31235
C -2.46115 -2.65161 -0.73989
F -2.49825 -1.46332 -0.08938
C -3.66603 -3.11759 -1.23080
F -4.78150 -2.40789 -1.05502
C 2.87691 -0.74440 2.08715
Si 2.42800 0.06471 0.44755
C 3.66174 -0.57323 -0.81491
C 2.65011 1.92899 0.64037
C 2.03245 2.58741 1.71190
C 2.12439 3.96041 1.87664
C 2.83246 4.72163 0.95278
C 3.45977 4.09485 -0.11279
C 3.37447 2.71366 -0.25865
H 3.91661 -0.53058 2.34561
H 2.76038 -1.82955 2.01627
H 2.24945 -0.39435 2.91125
H 4.68158 -0.44682 -0.44213
H 3.60277 -0.08863 -1.78970
H 3.49181 -1.64113 -0.97310
H 1.49609 2.00788 2.45911
H 1.65904 4.43765 2.73036
H 2.91383 5.79423 1.07689
H 4.03225 4.67879 -0.82249
H 3.88916 2.24028 -1.08827
C -2.19633 -0.67759 -3.43555
C -0.84161 -0.24551 -2.97917
O -0.57826 -0.30177 -1.77117
C 0.16575 0.23941 -3.93182
C -0.08286 0.20862 -5.30527
C 0.88018 0.65975 -6.19082
C 2.08504 1.15084 -5.70541
C 2.33835 1.18822 -4.33870
C 1.38293 0.72744 -3.45326
H -2.85232 -0.79690 -2.57824
H -2.10670 -1.63644 -3.95396
H -2.61954 0.03878 -4.13808
H -1.01890 -0.17434 -5.68764
H 0.69325 0.62960 -7.25509
H 2.83606 1.50533 -6.39932
H 3.28023 1.56949 -3.96766
H 1.57889 0.73858 -2.38911
```

**Energy above the lowest of the compared OMol25 structures with the same formula, charge and spin**: 0.0000 eV
**Strongest force on any atom**: 0.0096 Eh/bohr
**LUMO**: -3.46 eV
**Highest occupied orbital energy**: -10.2 eV
**Net charge**: +1
**HOMO-LUMO gap**: 6.75 eV
**Spin multiplicity**: 1
**Calculated total energy**: -86102.8098 eV

These are the Mulliken partial charges, in e, on atoms 1 to 5:
1 Al 0.124
2 C -2.173
3 C 1.794
4 C -1.560
5 C -1.562

---

3.
Density functional theory data (ωB97M-V/def2-TZVPD) for a cluster of 2 separate species, C5H11O2 in total in a non-equilibrium geometry.

The geometry in XYZ format:
```
18
Properties=species:S:1:pos:R:3
C 0.39470 1.19846 -1.38758
C 1.87018 1.24173 -1.35686
C -0.11570 -0.25233 -1.38342
O -1.37798 -0.43006 -1.33527
O 0.69346 -1.21205 -1.42521
H -0.21825 1.62051 -0.57440
H -0.04721 1.63405 -2.29226
H 2.40987 0.62868 -0.64414
H 2.13932 2.30388 -1.15482
H 2.28954 0.95020 -2.32511
C -0.79063 -0.31854 2.02878
C -1.21462 -1.66930 1.46845
H -1.54230 0.50221 2.04573
H -0.56127 -0.18412 3.08913
H -0.00276 0.12809 1.42596
H -2.25703 -1.75173 1.18992
H -0.62722 -1.81082 0.56181
H -1.04212 -2.57889 2.06928
```

**Energy above the lowest of the compared OMol25 structures with the same formula, charge and spin**: 0.7197 eV
**Strongest force on any atom**: 0.0519 Eh/bohr
**LUMO**: 4.13 eV
**Highest occupied orbital energy**: -3.7 eV
**Net charge**: -1
**HOMO-LUMO gap**: 7.82 eV
**Spin multiplicity**: 1
**Calculated total energy**: -9459.3094 eV

These are the natural (NBO) partial charges, in e, on atoms 1 to 5:
1 C -0.541
2 C -0.600
3 C 0.749
4 O -0.815
5 O -0.792

---

4.
Density functional theory data (ωB97M-V/def2-TZVPD) for the ion C8H8N3O with charge +1 in a non-equilibrium geometry.

The geometry in XYZ format:
```
20
Properties=species:S:1:pos:R:3
C 1.26569 1.80822 -0.25132
C 0.21423 2.67745 0.18850
C 1.05365 0.50375 -0.58857
C -1.00246 2.19159 0.40732
C -0.21350 -0.12697 -0.13334
C -1.31011 0.74006 0.08038
C 0.25599 -1.24970 0.29236
C 0.94632 -2.47048 0.61001
N -4.13683 -1.24404 -0.41499
N -2.56762 0.40697 0.05807
N -3.03427 -0.91364 -0.69077
O -3.60359 0.98332 0.42890
H 2.26042 2.23801 -0.50643
H 0.50671 3.59547 0.52982
H 1.79570 0.12140 -1.30535
H -1.71726 2.87652 0.66517
H 1.74333 -2.38297 1.36116
H 1.12635 -3.00594 -0.31763
H 0.02558 -3.02159 0.90255
H -4.70703 -0.76961 0.21355
```

**Energy above the lowest of the compared OMol25 structures with the same formula, charge and spin**: 7.5693 eV
**Strongest force on any atom**: 0.0775 Eh/bohr
**LUMO (alpha / beta)**: -5.99 / -6.00 eV
**Highest occupied orbital energy (alpha / beta)**: -12.5 / -12.5 eV
**Net charge**: +1
**HOMO-LUMO gap (alpha / beta)**: 6.56 / 6.54 eV
**Spin multiplicity**: 1
**Calculated total energy**: -14927.7756 eV

These are the natural (NBO) partial charges, in e, on atoms 1 to 5:
1 C -0.086
2 C -0.228
3 C -0.248
4 C -0.106
5 C -0.144

---

5.
Density functional theory data (ωB97M-V/def2-TZVPD) for a structure of composition C15H28N4O3PPd.

The geometry in XYZ format:
```
52
Properties=species:S:1:pos:R:3
Pd -1.09134 -0.33727 -0.88611
N 0.95004 -0.19650 -0.97012
C 1.43631 1.03750 -0.30123
C 2.66752 1.61380 -1.00418
C 4.00404 0.94349 -0.67410
C 4.56664 1.24508 0.71800
N 4.77040 2.68001 0.95073
C 3.75820 3.50897 1.23858
N 2.71184 3.11858 1.96157
N 3.78831 4.76967 0.80830
C 0.29877 2.09383 -0.17065
O 0.60736 3.17277 0.37518
O -0.83790 1.78355 -0.59202
H 1.38929 -1.03700 -0.60713
H 1.16750 -0.16485 -1.96324
H 1.67794 0.75292 0.72729
H 2.71028 2.68369 -0.80278
H 2.49902 1.54438 -2.08322
H 4.74422 1.25522 -1.41537
H 3.92614 -0.14362 -0.77180
H 5.53369 0.76140 0.84223
H 3.93019 0.84322 1.50499
H 5.60222 3.09094 0.55560
H 2.81154 2.24180 2.44612
H 1.76796 3.27553 1.50084
H 4.38828 5.05847 0.05536
H 3.09129 5.41460 1.14355
C -4.01823 -2.19264 0.88552
P -4.01732 -0.51759 0.24702
C -5.70146 -0.09592 -0.18439
C -3.50734 0.56931 1.58012
O -3.13667 -0.36490 -0.97798
H -4.64560 -2.27850 1.77329
H -2.99294 -2.47616 1.12625
H -4.38452 -2.86731 0.11167
H -6.36382 -0.22622 0.67146
H -6.03187 -0.74018 -0.99867
H -5.73693 0.94061 -0.51846
H -4.23538 0.57442 2.39146
H -3.38824 1.57667 1.17975
H -2.54291 0.23190 1.96154
C -1.12216 -5.08979 -1.12166
C -0.39111 -4.44318 -0.13767
C -0.36631 -3.05204 -0.09083
C -1.08028 -2.28916 -1.01573
C -1.81085 -2.95230 -2.00084
C -1.82679 -4.33984 -2.05522
H -1.14255 -6.17078 -1.16345
H 0.15785 -5.01892 0.59726
H 0.19490 -2.56655 0.70362
H -2.38293 -2.38095 -2.72170
H -2.39631 -4.84012 -2.82873
```

**Energy above the lowest of the compared OMol25 structures with the same formula, charge and spin**: 0.0000 eV
**Strongest force on any atom**: 0.0029 Eh/bohr
**LUMO**: -2.26 eV
**Highest occupied orbital energy**: -10.8 eV
**Net charge**: +1
**HOMO-LUMO gap**: 8.52 eV
**Spin multiplicity**: 1
**Calculated total energy**: -40878.6711 eV

These are the natural (NBO) partial charges, in e, on atoms 1 to 5:
1 Pd 0.750
2 N -0.767
3 C -0.171
4 C -0.422
5 C -0.416

---

6.
Density functional theory data (ωB97M-V/def2-TZVPD) for a cluster of 2 separate species, C11H14N2O in total in a non-equilibrium geometry.

The geometry in XYZ format:
```
28
Properties=species:S:1:pos:R:3
C 1.11301 2.25084 3.49741
C -0.27679 1.70126 3.28267
C -2.29844 0.88824 3.62858
C -0.94107 1.68140 2.05619
N -1.13869 1.29606 4.22241
N -2.09312 1.00092 2.28869
H -3.16909 0.58040 4.17011
H 1.76184 1.46369 3.07744
H 1.41517 2.67597 4.45328
H -2.84292 0.99143 1.61502
H -0.63507 2.07625 1.11754
H 1.11851 3.10557 2.79524
C 3.46577 -0.43052 -2.60293
C -0.67316 -1.44786 -2.24716
C -0.27735 -0.73927 -3.36381
C 0.20103 -1.92497 -1.24820
C 1.09108 -0.35627 -3.44572
C 1.54701 -1.61134 -1.44505
C 1.99803 -0.81821 -2.52968
O -1.97186 -1.91380 -2.16346
H -2.58592 -1.19486 -2.32455
H -0.89141 -0.08212 -3.96776
H -0.10378 -2.57123 -0.44368
H 1.44181 0.25199 -4.28007
H 2.31471 -1.89583 -0.73484
H 3.77065 0.57660 -2.91720
H 4.03850 -1.26459 -3.06235
H 3.84396 -0.42366 -1.58416
```

**SMILES string**: Cc1ccc(O)cc1.Cc1c[nH]cn1
**Energy above the lowest of the compared OMol25 structures with the same formula, charge and spin**: 2.3455 eV
**Strongest force on any atom**: 0.0776 Eh/bohr
**LUMO**: 0.47 eV
**Highest occupied orbital energy**: -8.3 eV
**HOMO-LUMO gap**: 8.79 eV
**Spin multiplicity**: 1
**Calculated total energy**: -16660.5670 eV

These are the natural (NBO) partial charges, in e, on atoms 1 to 5:
1 C -0.640
2 C 0.115
3 C 0.123
4 C -0.136
5 N -0.465